(1)
{"formula": "C29H30AsIrN5OS2Si2", "method": "ωB97M-V/def2-TZVPD", "e_tot_ha": -5187.3712, "gap_ev": 6.58, "max_force_ev_per_a": 1.74, "total_charge": 1, "homo_energy_ev": -10.5, "symbols": ["Ir", "S", "C", "C", "C", "C", "C", "C", "N", "C", "C", "C", "C", "C", "C", "C", "C", "N", "C", "C", "C", "C", "C", "S", "C", "H", "H", "H", "H", "H", "H", "H", "H", "H", "H", "H", "H", "C", "Si", "C", "C", "As", "Si", "C", "C", "C", "H", "H", "H", "H", "H", "H", "H", "H", "H", "H", "H", "H", "H", "H", "H", "H", "H", "H", "O", "N", "C", "C", "N", "C", "N"], "coordinates": [[1.3010, 0.2082, -0.7736], [2.9210, 2.1744, 4.2739], [3.1423, 2.4473, 5.9400], [2.5212, 1.5011, 6.6987], [1.8517, 0.5341, 5.9106], [1.9758, 0.7692, 4.5667], [1.4434, -0.0349, 3.4652], [1.5262, 0.4578, 2.1496], [1.1042, -0.2348, 1.1058], [0.5634, -1.4698, 1.3067], [0.4138, -2.0304, 2.5709], [-0.1784, -3.3433, 2.6524], [-0.5600, -4.0148, 1.5423], [-0.3891, -3.4475, 0.2276], [-0.7169, -4.0770, -0.9807], [-0.4816, -3.4388, -2.1857], [0.0941, -2.1494, -2.1576], [0.3929, -1.5358, -1.0251], [0.1635, -2.1764, 0.1480], [-0.8306, -4.0469, -3.4709], [-1.4439, -5.2530, -3.6851], [-1.6406, -5.5320, -5.0585], [-1.1770, -4.5325, -5.8603], [-0.4995, -3.2551, -4.9611], [0.8745, -1.2823, 3.6619], [3.7253, 3.2890, 6.2739], [2.5417, 1.4931, 7.7769], [1.2998, -0.2929, 6.3308], [1.9227, 1.4398, 1.9429], [-0.3023, -3.7893, 3.6298], [-0.9937, -5.0024, 1.6232], [-1.1524, -5.0666, -0.9577], [0.3111, -1.5951, -3.0608], [-1.7492, -5.9251, -2.8977], [-2.1043, -6.4311, -5.4329], [-1.1947, -4.4819, -6.9361], [0.7984, -1.6993, 4.6567], [-1.1075, 4.3229, 0.1053], [-0.3288, 3.8163, -1.5198], [1.4311, 4.4103, -1.6353], [-1.3145, 4.3975, -2.9931], [-0.4355, 1.4495, -1.7209], [-2.6103, 0.7873, -1.0577], [-2.5867, 0.7183, 0.8132], [-2.9910, -0.9074, -1.7617], [-3.8723, 2.0112, -1.6755], [-1.0451, 5.4068, 0.2333], [-0.5904, 3.8603, 0.9473], [-2.1608, 4.0470, 0.1599], [1.4169, 5.4867, -1.8266], [1.9731, 3.9334, -2.4520], [1.9824, 4.2411, -0.7147], [-1.4256, 5.4837, -2.9535], [-2.3123, 3.9629, -3.0304], [-0.8035, 4.1490, -3.9241], [-1.7642, 0.1068, 1.1846], [-3.5223, 0.2690, 1.1598], [-2.5025, 1.7084, 1.2607], [-2.6711, -1.7063, -1.0899], [-2.5321, -1.0689, -2.7376], [-4.0715, -1.0027, -1.8930], [-3.7154, 3.0164, -1.2867], [-4.8645, 1.6854, -1.3548], [-3.8788, 2.0635, -2.7648], [3.2943, -0.8689, -0.3610], [4.3228, -0.5479, 0.2939], [4.5986, 0.7234, 0.5727], [3.6189, 1.6249, 0.1144], [2.6009, 1.7935, -0.4156], [5.7436, 1.0675, 1.3413], [6.6502, 1.3831, 1.9712]]}

=====

(2)
{"formula": "C29H30CaCl5F2N2Na2O12S2", "method": "ωB97M-V/def2-TZVPD", "e_tot_ha": -6433.3718, "gap_ev": 1.05, "max_force_ev_per_a": 9.07, "total_charge": 1, "homo_energy_ev": -8.7, "symbols": ["C", "C", "O", "N", "C", "O", "C", "C", "C", "S", "C", "C", "S", "O", "O", "C", "C", "C", "O", "H", "H", "H", "H", "H", "H", "H", "H", "H", "H", "H", "Na", "C", "C", "C", "C", "C", "C", "N", "O", "O", "H", "H", "H", "H", "H", "C", "Cl", "Cl", "Cl", "Cl", "F", "C", "C", "C", "C", "C", "C", "H", "H", "H", "H", "H", "C", "C", "O", "O", "H", "H", "H", "Na", "Cl", "Ca", "C", "O", "C", "O", "O", "C", "H", "H", "H", "H", "H", "H", "F"], "coordinates": [[1.4588, -4.8452, 1.0790], [1.2004, -3.7310, -0.1399], [0.3180, -2.7047, 0.4365], [0.3034, -1.5740, -0.3032], [-0.5999, -0.6770, 0.5693], [-0.2574, 0.4691, 1.1670], [-2.0139, -1.4994, 0.4691], [-3.3256, -1.5862, 1.4477], [-4.5579, -2.5842, 0.9459], [-6.0936, -2.7018, 2.0533], [-4.4956, -3.4796, -0.4599], [-5.7359, -4.4659, -0.9553], [-5.4251, -6.2921, -0.6455], [-4.6742, -6.8506, -1.8980], [-4.5637, -6.5269, 0.6358], [-3.1463, -3.3733, -1.4424], [-1.9677, -2.3577, -0.9266], [-0.5235, -1.9130, -1.5619], [-0.1947, -1.8284, -2.8532], [2.5706, -4.8377, 1.4596], [1.1595, -5.9305, 0.6831], [0.6797, -4.5994, 1.9342], [2.2213, -3.3187, -0.5522], [0.6935, -4.3633, -1.0134], [-3.3525, -0.9524, 2.4307], [-6.3077, -4.1060, 2.2047], [-6.7221, -4.0812, -0.4519], [-5.8419, -4.3411, -2.1348], [-6.6769, -6.9721, -0.5455], [-3.0149, -3.9721, -2.4400], [-0.6221, -0.3591, -4.6528], [0.4676, -5.0235, 7.8751], [1.1536, -4.1749, 7.0048], [1.6807, -4.6733, 5.8118], [1.5101, -6.0284, 5.4967], [0.8286, -6.8843, 6.3722], [0.3084, -6.3749, 7.5637], [2.0397, -6.5529, 4.2322], [2.6531, -5.7683, 3.4933], [1.8397, -7.7484, 3.9740], [0.0536, -4.6291, 8.8014], [1.2749, -3.1232, 7.2552], [2.2126, -3.9990, 5.1442], [0.6932, -7.9391, 6.1424], [-0.2249, -7.0306, 8.2484], [-2.7221, 3.9160, -6.9227], [-3.4216, 4.5718, -5.4210], [-4.0292, 3.5538, -8.0781], [-1.6148, 5.1160, -7.6356], [-1.8227, 2.4222, -6.5561], [1.9303, 1.0742, -3.5058], [3.0454, 1.4721, -2.8790], [4.0927, 2.0081, -3.6203], [5.2520, 2.4272, -2.9676], [5.3553, 2.2954, -1.5806], [4.3006, 1.7515, -0.8460], [3.1372, 1.3428, -1.4977], [3.9978, 2.0950, -4.6977], [6.0734, 2.8548, -3.5372], [6.2614, 2.6183, -1.0724], [4.3849, 1.6461, 0.2330], [2.3043, 0.9262, -0.9411], [-3.4754, 2.5662, -0.7930], [-3.8225, 1.5075, -1.8254], [-3.8267, 1.9040, -3.0240], [-4.0631, 0.3628, -1.3496], [-3.2781, 3.5334, -1.2653], [-4.3062, 2.6871, -0.0914], [-2.5825, 2.2642, -0.2373], [3.5779, 4.4092, -2.8440], [-7.2221, -0.9608, 3.9532], [7.5779, 2.2448, -3.5989], [2.3231, 11.1545, -1.6483], [3.2110, 10.9728, -0.5471], [3.3742, 9.6798, -0.1691], [2.8392, 8.7096, -0.6823], [4.2360, 9.6534, 0.8787], [4.5039, 8.3474, 1.3853], [2.2676, 12.2250, -1.8646], [2.7024, 10.6427, -2.5387], [1.3178, 10.8018, -1.3961], [4.9704, 7.7231, 0.6163], [3.5859, 7.8823, 1.7589], [5.2038, 8.4455, 2.2198], [-2.6221, 7.4579, -7.3656]]}